{
  "formula": "C33H61BBr7N3O6P",
  "method": "wB97M-V/def2-TZVPD",
  "e_homo_ev": -10.157,
  "gap_ev": 5.98,
  "fmax_ev_per_a": 5.57,
  "multiplicity": 1,
  "total_energy_ev": -552205.9955,
  "e_above_lowest_kj_mol": 1876.25,
  "charge": 1,
  "elements": ["C", "C", "C", "C", "C", "C", "C", "C", "C", "C", "C", "C", "C", "C", "C", "N", "C", "N", "N", "C", "O", "C", "C", "C", "C", "C", "C", "C", "C", "C", "O", "O", "B", "O", "O", "C", "P", "O", "Br", "H", "H", "H", "H", "H", "H", "H", "H", "H", "H", "H", "H", "H", "H", "H", "H", "H", "H", "H", "H", "H", "H", "H", "H", "H", "H", "H", "H", "H", "H", "H", "H", "H", "H", "H", "H", "H", "H", "H", "H", "H", "H", "H", "H", "H", "H", "H", "H", "H", "Br", "C", "C", "Br", "H", "H", "H", "H", "Br", "C", "C", "Br", "H", "H", "H", "H", "Br", "C", "C", "Br", "H", "H", "H", "H"],
  "coordinates": [[-7.4214, 2.1882, 5.8605], [-6.5890, 1.1412, 6.8571], [-6.0201, -0.1862, 6.0816], [-4.4232, -0.5254, 6.4160], [-3.8285, -1.4995, 5.2339], [-2.3908, -2.2314, 5.6276], [-1.2410, -1.1950, 6.1680], [0.1824, -1.2678, 5.2924], [1.5058, -1.0890, 6.2425], [2.6630, -0.0823, 5.6141], [2.8912, -0.2453, 4.0016], [4.3430, 0.2626, 3.4384], [4.5269, 0.0219, 1.7928], [3.6679, 1.1247, 0.9033], [3.1827, 0.6044, -0.5587], [2.4357, 1.6028, -1.4118], [2.6575, 0.9829, -2.8103], [3.3570, 1.8273, -3.6727], [2.2306, -0.3973, -3.0987], [2.1215, -0.8230, -4.5010], [0.9094, -1.5050, -4.9490], [0.2887, -0.9289, -6.1345], [-0.1663, 0.6198, -6.3978], [-0.9222, 1.1266, -7.7982], [-1.2765, 0.0161, -8.9942], [-0.8084, -1.5722, -8.7668], [-0.0552, -2.0094, -7.3652], [1.6872, -1.2387, -2.0135], [2.2765, -2.7880, -2.3106], [1.8738, -3.8768, -1.1373], [0.4735, -4.3982, -1.2775], [0.2474, -1.4675, -2.0098], [-0.6156, -0.3187, -2.1503], [-1.8160, -0.2761, -1.2369], [-0.5608, 0.7945, -3.1195], [2.3645, -0.8425, -0.5688], [1.2828, -0.9523, 0.9852], [0.0232, -2.2019, 0.8656], [0.0098, 0.9671, 1.2872], [-6.7764, 3.1113, 5.5321], [-7.8765, 1.6331, 4.9133], [-8.3660, 2.6386, 6.4329], [-7.3962, 0.7947, 7.6638], [-5.7803, 1.7864, 7.4042], [-6.6749, -1.1301, 6.3549], [-6.1319, -0.0045, 4.9216], [-4.2918, -1.0128, 7.4958], [-3.8259, 0.5054, 6.4110], [-3.6662, -0.9118, 4.2082], [-4.6906, -2.2884, 4.9955], [-2.0405, -2.7908, 4.6516], [-2.6579, -3.0916, 6.4082], [-1.6668, -0.1057, 6.1071], [-1.0034, -1.4423, 7.3080], [0.0884, -0.4796, 4.4210], [0.1856, -2.3678, 4.8330], [1.9247, -2.1574, 6.5297], [1.1193, -0.6140, 7.2673], [3.6584, -0.3445, 6.1723], [2.2833, 1.0194, 5.8048], [2.0388, 0.3847, 3.4751], [2.7201, -1.3654, 3.6995], [5.1861, -0.4014, 3.9552], [4.5826, 1.3741, 3.7431], [5.6689, 0.0853, 1.5012], [4.1500, -1.0873, 1.5970], [4.4436, 2.0112, 0.7020], [2.8466, 1.5852, 1.5943], [4.1851, 0.3682, -1.1673], [1.4212, 1.6658, -1.1891], [3.2134, 2.8601, -3.7083], [4.1305, 1.4060, -4.2612], [2.3174, 0.0484, -5.2949], [3.0157, -1.5890, -4.7130], [0.0371, 1.4318, -5.5781], [-1.2431, 2.2618, -7.9329], [-1.8463, 0.3246, -9.9941], [-1.0372, -2.4190, -9.5656], [0.2222, -3.1651, -7.2512], [3.4420, -2.6804, -2.2921], [1.8382, -3.2625, -3.2872], [2.5546, -4.8331, -1.3619], [2.1407, -3.5546, -0.0484], [0.5370, -5.3768, -1.5660], [-2.0470, 0.6873, -1.0806], [-0.5188, 1.6269, -2.5363], [3.2576, -1.6121, -0.3556], [0.2624, -2.8728, 1.5909], [-3.3639, 2.0350, 3.4199], [-2.9024, 3.7733, 4.1760], [-1.4507, 4.1099, 3.9276], [-0.2799, 3.1233, 5.1363], [-3.1650, 3.7394, 5.2372], [-3.5567, 4.4868, 3.6675], [-1.2572, 5.1642, 4.1426], [-1.1213, 3.8847, 2.9095], [-3.7917, 0.3455, -9.7545], [-5.1113, -0.7065, -10.7336], [-5.8647, 0.1479, -11.7260], [-7.2059, 1.2491, -10.8352], [-5.7577, -1.1800, -9.9892], [-4.5331, -1.4783, -11.2492], [-6.4285, -0.4777, -12.4232], [-5.2200, 0.8257, -12.2923], [8.6727, 1.4009, 0.6026], [7.5779, 2.4277, -0.6440], [6.6894, 1.5228, -1.4650], [7.6994, 0.6322, -2.8763], [8.2624, 3.0294, -1.2486], [6.9778, 3.0909, -0.0148], [5.9243, 2.1040, -1.9868], [6.2053, 0.7391, -0.8757]]
}

=====

{
  "formula": "C5H6Cl2InO4Pr",
  "method": "wB97M-V/def2-TZVPD",
  "e_homo_ev": [-24.127, -24.489],
  "gap_ev": [2.96, 3.32],
  "fmax_ev_per_a": 6.99,
  "multiplicity": 3,
  "total_energy_ev": -57708.7292,
  "e_above_lowest_kj_mol": 50.53,
  "charge": 4,
  "elements": ["In", "Pr", "Cl", "Cl", "C", "C", "C", "O", "O", "O", "C", "C", "O", "H", "H", "H", "H", "H", "H"],
  "coordinates": [[-4.0257, -0.1919, -2.0831], [0.4390, -1.1710, -0.0190], [-1.8852, 0.2922, -0.0051], [-0.0245, -3.1606, -1.4867], [0.8221, -2.1860, 2.3072], [-4.3770, 1.9093, -0.8268], [-4.8510, -1.5983, -0.2566], [1.0037, -2.6534, 3.3505], [-4.1494, 2.6871, -0.0212], [-4.8426, -2.1527, 0.7500], [2.2488, 1.0360, 0.8139], [2.7372, 1.0796, -0.6292], [1.9230, 0.1075, -1.3807], [1.2012, 1.3740, 0.9203], [2.8570, 1.7128, 1.4194], [2.3911, 0.0368, 1.2815], [2.5959, 2.0640, -1.0892], [3.7838, 0.7754, -0.7269], [2.1527, 0.0390, -2.3186]]
}

=====

{
  "formula": "C40H60CsF6GeN4P4S3",
  "method": "wB97M-V/def2-TZVPD",
  "e_homo_ev": [-5.322, -4.746],
  "gap_ev": [6.50, 5.71],
  "fmax_ev_per_a": 0.74,
  "multiplicity": 1,
  "total_energy_ev": -191454.7457,
  "e_above_lowest_kj_mol": 0.00,
  "charge": -1,
  "elements": ["Cs", "C", "C", "C", "P", "C", "N", "Ge", "N", "C", "P", "C", "C", "C", "C", "C", "C", "C", "C", "C", "C", "C", "C", "N", "C", "C", "C", "C", "C", "C", "C", "C", "C", "C", "C", "C", "N", "C", "P", "C", "C", "C", "C", "C", "C", "C", "C", "C", "H", "H", "H", "H", "H", "H", "H", "H", "H", "H", "H", "H", "H", "H", "H", "H", "H", "H", "H", "H", "H", "H", "H", "H", "H", "H", "H", "H", "H", "H", "H", "H", "H", "H", "H", "H", "H", "H", "H", "H", "H", "H", "H", "H", "H", "H", "H", "H", "H", "H", "H", "H", "H", "H", "H", "H", "H", "H", "H", "H", "S", "C", "S", "S", "F", "P", "F", "F", "F", "F", "F"],
  "coordinates": [[-1.7198, -1.9557, -2.4022], [-1.5324, -0.9722, 4.6279], [-2.5863, -0.6424, 3.5741], [-2.8640, 0.8636, 3.5753], [-2.2485, -1.1833, 1.8075], [-0.4534, -1.6672, 1.8475], [0.3877, -0.4744, 1.8921], [0.5128, 0.7212, 0.3847], [2.3311, 0.9515, -0.2719], [2.7560, 0.3796, -1.5338], [1.8040, -1.1441, -1.9121], [2.6412, -2.3755, -0.8029], [4.1246, -2.6596, -1.0230], [1.8481, -3.6847, -0.7512], [2.3044, -1.3739, -3.6887], [1.7074, -2.6457, -4.2896], [3.7860, -1.2597, -4.0494], [2.9521, 2.1183, 0.1274], [3.9012, 2.8299, -0.6135], [4.4200, 4.0217, -0.1208], [4.0014, 4.5382, 1.0973], [3.0688, 3.8307, 1.8501], [2.5805, 2.6330, 1.3771], [1.6429, 1.7972, 2.0880], [2.2395, 0.6988, 2.7956], [3.4229, 0.7897, 3.4958], [3.9539, -0.3426, 4.1064], [3.2855, -1.5492, 3.9778], [2.1063, -1.6450, 3.2482], [1.5508, -0.5135, 2.6396], [0.5786, 2.5418, 2.7187], [0.5691, 2.8971, 4.0493], [-0.4190, 3.7529, 4.5250], [-1.3548, 4.2524, 3.6281], [-1.3621, 3.8613, 2.2960], [-0.4142, 2.9490, 1.8163], [-0.3944, 2.3805, 0.5639], [-0.8833, 3.0686, -0.6242], [-1.7869, 1.8946, -1.7536], [-1.3724, 2.5647, -3.4384], [-1.1248, 4.0666, -3.5787], [-0.1559, 1.7931, -3.9568], [-3.5630, 2.3608, -1.4836], [-3.9929, 3.7975, -1.7556], [-3.9278, 1.9306, -0.0612], [-3.0827, -2.8555, 1.8077], [-3.1055, -3.3832, 0.3736], [-2.5266, -3.8929, 2.7778], [-1.8845, -0.6305, 5.6053], [-0.5939, -0.4576, 4.4200], [-1.3295, -2.0411, 4.7074], [-3.5121, -1.1646, 3.8388], [-1.9602, 1.4072, 3.2973], [-3.1671, 1.2076, 4.5683], [-3.6429, 1.1329, 2.8611], [-0.2454, -2.3155, 0.9873], [-0.2657, -2.2643, 2.7366], [3.8319, 0.1824, -1.4915], [2.5912, 1.0622, -2.3827], [2.5348, -1.8748, 0.1701], [4.2674, -3.3015, -1.8933], [4.5277, -3.1906, -0.1571], [4.7163, -1.7539, -1.1602], [1.9013, -4.2375, -1.6893], [0.7899, -3.5230, -0.5464], [2.2412, -4.3352, 0.0340], [1.7910, -0.5209, -4.1518], [2.1698, -3.5459, -3.8799], [1.8899, -2.6476, -5.3671], [0.6329, -2.7572, -4.1452], [4.3511, -2.1223, -3.7016], [4.2469, -0.3617, -3.6364], [3.8917, -1.2140, -5.1364], [4.2195, 2.4606, -1.5783], [5.1521, 4.5594, -0.7103], [4.3956, 5.4765, 1.4624], [2.7161, 4.2089, 2.8022], [3.9353, 1.7423, 3.5499], [4.8789, -0.2804, 4.6627], [3.6930, -2.4418, 4.4357], [1.6336, -2.6091, 3.1259], [1.3450, 2.5174, 4.7046], [-0.4410, 4.0403, 5.5668], [-2.1147, 4.9421, 3.9747], [-2.1339, 4.2351, 1.6363], [-0.0373, 3.4986, -1.1715], [-1.5166, 3.9073, -0.3347], [-2.2351, 2.2680, -4.0435], [-0.1686, 4.3478, -3.1317], [-1.8995, 4.6735, -3.1143], [-1.0736, 4.3372, -4.6365], [0.7172, 1.9778, -3.3220], [0.0977, 2.1063, -4.9734], [-0.3551, 0.7213, -3.9741], [-4.1030, 1.7019, -2.1708], [-3.4139, 4.5219, -1.1765], [-5.0413, 3.9207, -1.4710], [-3.9109, 4.0535, -2.8116], [-3.3642, 2.4961, 0.6862], [-3.7129, 0.8738, 0.0996], [-4.9925, 2.0999, 0.1213], [-4.1136, -2.6217, 2.0975], [-2.0903, -3.5995, 0.0323], [-3.5651, -2.6360, -0.2793], [-3.6609, -4.3158, 0.2665], [-1.5114, -4.1844, 2.4996], [-3.1355, -4.7992, 2.7456], [-2.5191, -3.5307, 3.8078], [-5.5595, -1.6152, -5.3969], [-4.3539, -0.9334, -4.3946], [-4.8868, -0.8660, -2.7973], [-2.9286, -0.4326, -5.1343], [-0.7326, -4.3648, -2.5894], [-1.0517, -5.9775, -2.3615], [-2.6086, -5.5906, -2.1211], [-0.7701, -5.7565, -0.7763], [0.5193, -6.2806, -2.5913], [-1.3225, -6.1192, -3.9388], [-1.3592, -7.5305, -2.1216]]
}